1.
The following is a quantum chemistry calculation of a cluster of 4 separate species, CH9O4 in total in a non-equilibrium geometry, from the Open Molecules 2025 dataset.

CARTESIAN COORDINATES (ANGSTROEM)
C  0.393  0.897  -1.041
O  -0.649  0.803  -0.081
H  0.098  0.256  -1.884
H  1.390  0.596  -0.676
H  0.504  1.969  -1.278
H  2.347  -3.636  0.648
H  1.524  -2.486  1.093
O  2.321  -2.981  1.369
H  -0.250  -0.457  2.357
H  -0.340  -0.225  0.845
O  -0.063  -0.971  1.567
H  -1.746  1.729  -0.687
H  -3.199  2.211  -0.911
O  -2.332  2.295  -1.321

## Properties
**Frontier orbital gap**: 0.293 hartree
**Net charge**: -1
**Spin multiplicity**: 1
**Energy**: -344.4781 hartree
**HOMO**: -4.080 eV
**Energy above the lowest of the compared OMol25 structures with the same formula, charge and spin**: 44.20 kJ/mol

These are the natural (NBO) partial charges, in e, on atoms 1 to 2:
1 C -0.245
2 O -0.945

2.
The following is a quantum chemistry calculation of a cluster of 4 separate species, CH9O4 in total, from the Open Molecules 2025 dataset.

CARTESIAN COORDINATES (ANGSTROEM)
C  0.349  -0.240  -1.847
O  0.062  -0.160  -0.504
H  -0.525  0.013  -2.491
H  0.618  -1.280  -2.153
H  1.186  0.398  -2.173
H  -0.376  0.157  1.307
H  0.579  0.056  2.448
O  -0.329  0.318  2.268
H  -1.327  -1.035  -0.455
H  -1.814  -2.360  0.255
O  -2.124  -1.636  -0.298
H  1.917  0.764  0.165
H  0.934  1.741  0.117
O  1.903  1.739  0.210

## Properties
**Frontier orbital gap**: 0.303 hartree
**Net charge**: -1
**Spin multiplicity**: 1
**Energy**: -344.4824 hartree
**HOMO**: -4.027 eV
**Energy above the lowest of the compared OMol25 structures with the same formula, charge and spin**: 32.84 kJ/mol

These are the natural (NBO) partial charges, in e, on atoms 1 to 2:
1 C -0.218
2 O -1.026

3.
The following is a quantum chemistry calculation of a cluster of 5 separate species, CH9O6 in total in a non-equilibrium geometry, from the Open Molecules 2025 dataset.

CARTESIAN COORDINATES (ANGSTROEM)
O  -0.206  0.143  -0.017
C  0.967  0.162  0.434
O  1.663  1.079  0.860
H  1.392  -0.857  0.615
H  -1.239  -1.162  1.168
H  -1.336  -1.836  -0.019
O  -1.561  -2.081  0.891
H  1.386  -2.178  -0.079
H  2.117  -1.926  -1.371
O  1.734  -2.665  -0.872
H  -1.523  -0.361  -1.995
H  -1.580  0.936  -1.138
O  -2.066  0.425  -1.878
H  0.622  2.749  0.886
H  -0.879  2.637  0.776
O  -0.170  3.284  0.858

## Properties
**Frontier orbital gap**: 0.354 hartree
**Net charge**: -1
**Spin multiplicity**: 1
**Energy**: -495.0225 hartree
**HOMO**: -5.955 eV
**Energy above the lowest of the compared OMol25 structures with the same formula, charge and spin**: 94.16 kJ/mol

These are the natural (NBO) partial charges, in e, on atoms 1 to 2:
1 O -0.850
2 C 0.664

4.
The following is a quantum chemistry calculation of a structure of composition CHBCsFO2 in a non-equilibrium geometry, from the Open Molecules 2025 dataset.

CARTESIAN COORDINATES (ANGSTROEM)
O  -1.196  -1.361  -0.760
C  -0.033  -1.134  -0.369
O  0.946  -1.897  -0.170
B  0.424  0.288  0.008
F  0.627  1.260  -0.898
H  0.616  0.530  1.175
Cs  -1.383  2.315  1.015

## Properties
**Frontier orbital gap**: 0.222 hartree
**Net charge**: 0
**Spin multiplicity**: 1
**Energy**: -334.0522 hartree
**HOMO**: -7.246 eV

These are the natural (NBO) partial charges, in e, on atoms 1 to 2:
1 O -0.742
2 C 0.438